1.
Formula: C39H41N4O5STi
Source: the Open Molecules 2025 dataset
Level of theory: ωB97M-V/def2-TZVPD

Output
* spin multiplicity: 2
* relative energy (zero: lowest compared OMol25 entry of this formula, charge and spin): 171.44 kJ/mol
* gap between HOMO and LUMO (alpha / beta): 5.1 / 6.5 eV
* E_tot: -3353.67713 Ha
* molar mass: 725.71 g mol⁻¹
* LUMO (alpha / beta): -0.00940 / -0.00877 Ha

```
91
Properties=species:S:1:pos:R:3:forces:R:3:mulliken_charge:R:1
Ti 0.1960 -0.4242 -0.0615 0.719 -0.149 -0.678 -1.008
O 0.5402 0.8102 1.2030 0.387 1.001 1.242 0.858
C 1.4175 1.5978 1.7575 0.494 0.447 0.174 0.286
C 1.0741 2.3440 2.8995 -0.244 -0.244 -0.036 -0.802
C 1.9996 3.1438 3.5274 0.141 -0.018 -0.035 -0.577
C 3.3063 3.2485 3.0391 -0.016 0.037 0.092 -0.926
C 3.6448 2.5732 1.8899 0.072 -0.033 -0.106 -0.789
C 2.7190 1.7586 1.2245 -0.361 -0.126 0.310 0.959
C 3.0189 1.2273 -0.0799 -0.049 0.163 -0.253 -1.110
N 2.1695 0.6105 -0.8033 -0.207 0.083 0.032 0.675
C 2.4647 0.3910 -2.2088 0.052 -0.011 -0.272 -1.018
C 1.1069 0.2168 -2.9020 0.180 0.181 0.038 -0.547
N 0.5002 -0.8341 -2.1111 -0.013 -0.239 -0.581 0.739
C 0.5299 -2.0332 -2.5796 0.006 0.180 -0.040 -0.752
C 0.6305 -3.2048 -1.7623 0.038 -0.040 0.400 0.921
C 0.3018 -4.4723 -2.2576 0.018 0.018 -0.081 -0.611
C 0.5728 -5.6117 -1.5382 -0.039 -0.052 0.009 -0.921
C 1.2564 -5.4917 -0.3239 0.010 0.039 -0.037 -0.554
C 1.6176 -4.2607 0.1722 0.059 0.146 0.129 -0.714
C 1.2706 -3.0629 -0.4882 0.016 -0.455 -0.462 0.531
O 1.5685 -1.9020 0.0126 -0.006 0.031 -0.020 -0.350
H 0.0592 2.2595 3.2676 0.018 -0.018 0.004 0.388
H 1.7118 3.6995 4.4112 -0.010 -0.010 -0.002 0.447
H 4.0309 3.8679 3.5498 0.005 0.009 -0.035 0.401
H 4.6380 2.6871 1.4676 -0.006 -0.032 -0.006 0.422
H 4.0017 1.4839 -0.4913 -0.031 0.026 -0.033 0.320
H 3.0352 -0.5347 -2.3379 -0.009 0.007 0.040 0.299
H 3.0413 1.2172 -2.6362 -0.044 0.013 0.031 0.601
H 1.2288 -0.0614 -3.9524 -0.039 -0.030 0.017 0.480
H 0.5245 1.1329 -2.8229 -0.035 0.069 -0.024 -0.098
H 0.6352 -2.1673 -3.6597 0.018 0.028 -0.008 0.454
H -0.1906 -4.5421 -3.2214 0.007 0.007 0.000 0.465
H 0.2735 -6.5842 -1.9040 0.038 0.011 -0.039 0.393
H 1.5183 -6.3836 0.2326 -0.030 0.002 0.019 0.434
H 2.1504 -4.1784 1.1098 0.020 -0.020 -0.167 0.433
C 0.9031 3.9486 -1.3243 0.220 -0.104 0.054 -1.309
O 0.1265 2.8298 -0.9484 0.173 -0.032 -0.022 0.257
C -1.1879 2.8969 -1.3168 -0.232 -0.318 0.167 0.760
C -1.6871 3.9880 -2.0130 -0.113 0.120 -0.138 -1.087
C -3.0302 4.0722 -2.3493 -0.042 0.043 -0.068 -0.817
C -3.8841 3.0506 -1.9852 -0.055 0.033 -0.015 -0.969
C -3.3926 1.9612 -1.2900 0.214 -0.048 -0.057 -0.369
C -2.0395 1.8346 -0.9332 -0.216 0.254 -0.235 0.232
N -1.6397 0.6756 -0.2335 -0.031 -0.022 -0.142 0.624
N -2.6756 0.2740 0.5175 -0.151 0.442 0.155 -0.474
C -2.8514 -0.9757 0.9515 0.489 -0.347 -0.347 -0.611
C -2.0426 -2.0492 0.5289 -0.974 0.062 0.338 0.796
O -0.9843 -1.7675 -0.2086 -0.658 -0.970 0.047 -0.040
C -2.3908 -3.3751 0.8369 0.130 0.001 -0.017 -0.264
C -3.4808 -3.6449 1.6213 0.141 -0.145 -0.074 -1.077
C -4.2987 -2.5965 2.1201 0.009 0.226 -0.018 0.709
C -5.4086 -2.8578 2.9522 -0.060 0.004 0.056 -1.000
C -6.1959 -1.8391 3.4210 -0.011 -0.099 0.002 -0.607
C -5.9092 -0.5114 3.0637 0.066 0.082 -0.033 -0.762
C -4.8313 -0.2263 2.2626 -0.080 0.122 0.058 -0.687
C -4.0000 -1.2528 1.7809 0.000 -0.256 0.054 1.462
H 0.9750 4.0374 -2.4145 0.010 0.007 0.055 0.423
H 0.4903 4.8741 -0.9178 0.029 -0.004 0.036 0.417
H 1.8925 3.8002 -0.9080 0.143 -0.112 0.078 0.290
H -1.0373 4.8043 -2.2934 -0.078 -0.078 0.003 0.407
H -3.3914 4.9346 -2.8943 -0.002 -0.002 0.005 0.409
H -4.9331 3.0921 -2.2487 -0.008 -0.011 0.025 0.383
H -4.0522 1.1569 -1.0037 -0.024 0.004 -0.035 0.502
H -1.7573 -4.1677 0.4523 -0.010 -0.008 0.022 0.359
H -3.7273 -4.6690 1.8755 -0.017 0.010 -0.013 0.390
H -5.6279 -3.8869 3.2146 -0.001 0.007 0.002 0.417
H -7.0419 -2.0520 4.0625 0.002 -0.024 -0.015 0.405
H -6.5454 0.2876 3.4237 0.029 0.016 -0.001 0.412
H -4.5951 0.7929 1.9852 -0.005 -0.011 0.005 0.443
C -1.6726 -0.0200 4.4799 -0.041 -0.088 -0.005 -0.661
C -1.8099 -1.5226 4.7261 0.118 0.154 -0.142 -0.223
C -0.4629 -2.2422 4.7385 -0.033 0.072 -0.359 -0.955
S 0.1013 -2.6764 3.0435 0.083 -0.515 0.739 0.644
O 0.0769 -1.4233 2.2340 0.279 0.295 0.412 -0.350
C 1.8603 -3.0616 3.5321 -0.285 0.046 -0.335 -1.238
C 2.8124 -1.9068 3.2786 -0.022 0.163 0.207 0.539
C 2.7977 -0.8812 4.4071 0.131 0.073 -0.145 -1.346
H -2.6458 0.4679 4.5415 -0.010 -0.005 0.010 0.494
H -1.2594 0.1743 3.4913 0.033 0.004 -0.015 -0.411
H -1.0140 0.4292 5.2295 -0.011 0.027 -0.018 0.423
H -2.4502 -1.9601 3.9574 -0.093 -0.055 0.041 -0.193
H -2.2975 -1.6882 5.6891 -0.015 -0.071 -0.015 0.535
H -0.5271 -3.2074 5.2475 0.059 -0.015 -0.032 0.547
H 0.3060 -1.6326 5.2135 0.004 -0.044 0.034 0.339
H 2.1370 -3.9382 2.9473 -0.078 0.056 0.111 0.449
H 1.8437 -3.3516 4.5830 -0.070 -0.028 0.028 0.652
H 2.5372 -1.4276 2.3387 0.051 -0.009 -0.098 -0.460
H 3.8234 -2.3034 3.1587 -0.027 -0.070 -0.024 0.557
H 1.8540 -0.3405 4.4224 -0.080 0.079 0.048 0.119
H 3.5899 -0.1442 4.2674 -0.019 0.035 0.003 0.409
H 2.9512 -1.3609 5.3776 -0.019 0.036 -0.003 0.378
```
Forces are in eV/Å.

2.
Formula: C39H41NO2P2Re
Source: the Open Molecules 2025 dataset
Level of theory: ωB97M-V/def2-TZVPD

Output
* spin multiplicity: 4
* relative energy (zero: lowest compared OMol25 entry of this formula, charge and spin): 347.79 kJ/mol
* gap between HOMO and LUMO (alpha / beta): 5.4 / 4.7 eV
* E_tot: -2475.99697 Ha
* molar mass: 803.92 g mol⁻¹
* total charge: +2
* LUMO (alpha / beta): -0.25529 / -0.32210 Ha

```
86
Properties=species:S:1:pos:R:3:forces:R:3:mulliken_charge:R:1
Re -0.4755 0.5213 0.3383 -3.352 0.069 2.757 2.338
C -1.9164 1.0996 -2.5471 -0.973 -0.655 0.267 -0.095
C -1.5631 -0.2002 -2.3609 -0.708 -0.914 -0.904 0.304
C -0.8677 -0.9406 -3.4836 0.695 0.104 -0.046 -1.735
C 0.5843 -0.4376 -3.7189 0.387 -0.688 -0.112 -1.613
C 1.2087 0.3094 -2.5546 1.875 -2.139 -2.130 0.393
C 0.6814 1.5224 -2.1988 -0.154 2.128 2.675 0.087
C 0.1303 2.4220 -3.2208 -1.095 0.466 -0.929 -1.603
C -1.3041 1.9371 -3.6036 0.155 0.397 -1.330 -1.081
C 1.4788 0.1975 1.8451 0.849 0.947 0.880 -2.281
H -2.7979 1.5217 -2.0604 0.572 -0.137 0.341 0.298
H -1.9960 -0.8914 -1.6076 -0.370 1.218 -1.003 0.688
H -1.4174 -0.7595 -4.4341 0.113 -0.247 0.627 0.659
H -0.8493 -2.0389 -3.3219 -0.042 0.719 0.101 0.109
H 1.2265 -1.2884 -3.9920 -0.162 0.324 0.111 0.506
H 0.5821 0.2185 -4.6118 0.206 0.009 0.431 0.449
H 2.3071 0.0552 -2.4738 -1.460 0.698 0.110 0.894
H 0.7278 2.0318 -1.1808 0.662 -0.831 -1.157 0.568
H 0.7581 2.4054 -4.1230 -0.083 -0.030 0.244 0.354
H 0.0808 3.4645 -2.8974 0.150 -0.274 0.325 0.469
H -1.9364 2.8008 -3.8536 0.243 -0.254 0.189 0.555
H -1.1936 1.3621 -4.5398 -0.312 0.130 0.261 0.304
H 1.0553 1.1366 2.2750 -0.174 -0.760 -0.604 0.761
H 2.5328 0.4763 1.9745 0.108 -0.003 0.653 0.841
H 1.2885 -0.6920 2.4911 -0.178 0.705 -0.891 0.208
P -0.7368 -1.6731 0.1600 1.416 -0.205 -0.168 0.776
P 2.1377 -0.0918 0.0834 1.120 -2.429 1.440 2.588
C 0.5928 -2.4567 -0.6842 -0.252 1.339 0.019 -0.952
C 1.6762 -1.6482 -0.9169 0.182 0.029 -0.609 -0.550
C -2.0793 -2.8203 0.2900 0.084 0.571 -0.092 0.831
C -2.7030 -3.3565 -0.8503 -0.068 -0.460 1.086 0.289
C -3.6527 -4.3509 -0.6211 0.069 0.054 0.196 -0.881
C -3.9642 -4.7374 0.6955 0.157 -0.114 -0.032 -0.561
C -3.3222 -4.1592 1.8053 -0.607 -0.544 -0.296 -0.981
C -2.3791 -3.1742 1.6102 0.099 -0.022 -0.378 -0.544
C -2.6001 0.5780 0.2286 -0.166 0.837 0.044 2.548
C -2.5598 1.9651 0.3321 -1.080 -0.648 -0.961 -1.329
C -3.7006 2.7769 0.2222 0.925 0.472 0.215 -0.823
C -4.9253 2.1469 0.0523 0.029 0.360 0.051 -1.043
C -4.9808 0.7587 -0.0531 0.014 -0.355 0.018 -0.556
C -3.8472 -0.0551 0.0604 0.615 0.202 -0.013 -1.398
C 3.6566 -1.0665 0.6681 -0.268 0.786 0.298 0.813
C 3.3081 -2.1616 1.4710 0.233 -0.038 0.077 -0.414
C 4.2962 -2.8932 2.1238 -0.275 -0.005 -0.156 -0.883
C 5.6474 -2.5809 1.9178 -0.328 -0.024 0.019 -0.707
C 5.9827 -1.4583 1.1494 -0.072 -0.421 0.077 -0.752
C 4.9937 -0.6711 0.5307 0.258 -0.402 0.468 -0.988
C 2.9813 1.5316 -0.2614 0.419 0.800 -1.222 1.393
C 2.7793 2.7250 0.4829 -0.126 -0.012 -0.860 -0.784
C 3.3321 3.9529 0.0422 0.525 -0.497 -0.305 -0.806
C 4.2045 3.9877 -1.0745 -0.633 -0.556 0.075 -0.635
C 4.4491 2.7953 -1.8018 0.295 0.407 0.607 -1.133
C 3.8738 1.5890 -1.3657 -0.097 0.207 -0.355 -1.157
H 0.4741 -3.4847 -1.0570 0.436 0.465 0.219 0.441
H 2.5472 -2.0548 -1.4306 -0.061 0.132 0.003 0.693
H -2.4336 -3.0271 -1.8485 -0.071 -0.153 0.073 0.238
H -4.1153 -4.8442 -1.4719 -0.095 0.085 0.238 0.464
H -4.6938 -5.5409 0.8552 0.323 0.415 -0.081 0.396
H -3.5398 -4.5079 2.8122 -0.085 0.063 -0.225 0.472
H -1.8257 -2.7028 2.4258 -0.308 -0.309 -0.195 0.450
H -1.5756 2.4351 0.4067 0.421 0.796 0.287 0.418
H -3.5817 3.8749 0.3049 -0.285 -0.828 -0.052 0.477
H -5.8355 2.7568 0.0332 0.332 -0.383 -0.138 0.419
H -5.9423 0.2964 -0.2438 0.030 -0.066 0.160 0.474
H -3.9347 -1.1457 0.0105 -0.078 0.517 -0.048 0.292
H 2.2450 -2.4033 1.6155 0.618 -0.112 -0.020 0.227
H 3.9730 -3.6986 2.7898 0.364 0.184 -0.296 0.437
H 6.4071 -3.2335 2.3748 -0.291 0.623 -0.254 0.384
H 7.0374 -1.2070 1.0466 -0.287 0.073 -0.083 0.431
H 5.3165 0.2382 0.0128 -0.299 -0.489 0.185 0.348
H 2.1780 2.7137 1.3855 -0.098 0.147 -0.174 0.348
H 3.0917 4.8947 0.5634 0.239 -0.739 -0.117 0.464
H 4.6792 4.9363 -1.3799 -0.411 -0.641 0.162 0.430
H 5.1399 2.8248 -2.6774 -0.683 -0.185 0.883 0.430
H 4.1657 0.6777 -1.9155 -0.350 0.444 0.285 0.456
O -1.4376 3.1262 2.5542 0.454 -0.893 -0.403 -0.621
C -1.6050 2.0027 2.9871 -0.348 0.270 0.535 0.345
C -2.3321 1.7184 4.2802 -0.403 0.585 0.183 -0.585
C -2.0673 0.2580 4.5783 -0.456 0.031 0.396 -0.533
C -1.2120 -0.2138 3.4226 0.139 -0.810 0.253 0.255
O -0.6340 -1.3110 3.4424 -0.637 1.762 -0.945 -0.702
N -1.2097 0.7749 2.4142 1.462 -0.736 -0.151 -0.273
H -2.0443 2.4257 5.0654 0.185 -0.178 -0.228 0.390
H -3.4018 1.9293 4.0988 0.399 -0.121 -0.032 0.202
H -1.5765 0.0694 5.5516 -0.240 -0.013 -0.603 0.359
H -3.0418 -0.2637 4.5560 0.663 -0.251 0.074 0.235
```
Forces are in eV/Å.